ORCA calculation (ωB97M-V/def2-TZVPD) on an isolated molecule of C32H44N4O5.

Geometry as XYZ:
```
85
Properties=species:S:1:pos:R:3:forces:R:3
C 9.607263 2.510658 0.351132 0.238 -0.013 -0.046
H 9.837056 2.468643 -0.718418 -0.009 -0.014 0.047
O 8.219443 2.538646 0.581019 -0.369 -0.081 0.020
C 7.470587 1.480541 0.161804 -0.197 -0.069 -0.007
C 7.965811 0.356476 -0.490183 0.319 0.181 0.043
C 7.091547 -0.650252 -0.865519 -0.080 0.134 0.077
C 5.737205 -0.568342 -0.609857 -0.130 -0.251 -0.105
C 5.239513 0.555737 0.043648 0.393 -0.045 -0.103
C 6.106353 1.570908 0.424326 0.133 0.011 -0.012
H 5.742703 2.451409 0.932716 -0.056 0.128 0.074
N 3.881543 0.725497 0.341505 0.193 0.431 0.148
C 2.834076 -0.097786 0.069166 -0.426 0.112 0.318
O 2.914643 -1.170632 -0.485433 0.134 -0.172 -0.091
C 1.507626 0.506950 0.505681 -0.192 -0.075 0.005
C 0.342248 -0.473221 0.397124 -0.004 0.207 0.105
C -0.563885 -0.615009 1.611310 0.447 -0.034 -0.211
O -0.224105 -0.818203 2.756485 0.119 0.017 0.361
N -1.842496 -0.515867 1.175577 -0.347 0.021 -0.249
C -2.973969 -0.515145 2.070987 0.040 0.140 0.306
C -3.434730 0.895693 2.472209 -0.276 -0.096 -0.150
H -3.783592 0.861287 3.505798 0.040 0.046 0.061
H -2.571516 1.560705 2.437745 0.049 0.054 0.108
C -4.576053 1.468206 1.622599 0.224 0.061 0.230
N -4.164052 1.788211 0.266864 -0.220 -0.015 0.085
C -3.479776 3.064314 0.133040 0.063 0.208 0.148
C -4.418173 4.275357 0.188101 0.092 -0.257 -0.289
C -5.512817 4.152698 -0.873250 -0.257 0.117 0.334
C -6.492599 5.319672 -0.795568 0.229 -0.196 -0.138
H -7.255872 5.229475 -1.565304 -0.124 0.044 -0.067
H -5.972645 6.264931 -0.935113 0.004 0.149 -0.003
H -6.985738 5.340135 0.174586 -0.067 0.014 0.118
C -6.227713 2.812572 -0.692558 0.365 -0.052 -0.225
C -5.209580 1.668435 -0.733577 -0.299 -0.005 -0.020
H -5.709965 0.705502 -0.603784 0.060 -0.007 -0.058
H -4.720156 1.658543 -1.713175 -0.049 -0.057 -0.052
H -6.752112 2.804004 0.266360 -0.090 0.026 0.056
H -6.967537 2.669662 -1.482060 -0.097 -0.006 0.001
H -5.037543 4.157909 -1.861402 0.028 -0.032 -0.013
H -4.879941 4.345600 1.176201 -0.041 0.068 0.056
H -3.837741 5.185704 0.028724 0.017 0.075 0.053
H -2.718254 3.137317 0.910845 0.084 -0.005 -0.065
H -2.961765 3.054136 -0.831069 0.094 0.043 0.024
H -5.373658 0.722063 1.569153 -0.042 0.049 0.012
H -4.981199 2.344345 2.151378 -0.095 -0.069 -0.028
H -2.647194 -1.051383 2.966665 -0.109 -0.015 -0.136
H -3.792781 -1.065773 1.599721 -0.008 -0.067 0.039
C -1.989892 -0.233337 -0.240125 0.153 0.175 -0.390
C -0.601148 0.252211 -0.609889 0.092 -0.558 -0.035
C 0.057557 0.161566 -1.961690 -0.095 0.305 0.049
C 1.085268 0.998205 -1.887636 -0.258 0.178 -0.054
H 1.859506 1.201263 -2.599760 0.195 -0.076 -0.237
C 1.010000 1.612531 -0.503087 0.508 -0.002 -0.089
H 1.445323 2.599347 -0.367906 -0.020 0.000 0.007
O -0.376785 1.618096 -0.251527 -0.413 0.039 0.358
H -0.249085 -0.501247 -2.744381 0.016 -0.223 -0.257
H -2.749559 0.546194 -0.383273 0.146 -0.261 -0.080
C -2.352071 -1.468552 -1.080554 0.039 0.336 0.527
O -2.816755 -1.363895 -2.196015 -0.102 0.190 -0.466
N -2.084330 -2.636547 -0.476732 0.177 -0.486 0.335
H -1.681017 -2.626805 0.446904 -0.093 0.209 -0.045
C -2.225581 -3.928780 -1.113949 -0.174 -0.195 -0.434
C -3.126598 -4.845614 -0.281636 0.042 0.194 0.088
C -2.462895 -5.254009 1.031854 -0.048 -0.286 -0.211
C -1.115237 -5.918491 0.767398 0.069 0.250 0.214
C -0.199814 -4.980445 -0.013202 -0.074 -0.286 -0.198
C -0.850766 -4.570799 -1.332342 -0.007 0.182 0.105
H -0.979166 -5.454528 -1.960150 0.014 -0.053 -0.063
H -0.206469 -3.869425 -1.866063 -0.022 -0.011 -0.095
H 0.751274 -5.474669 -0.218882 0.062 0.098 0.051
H 0.020090 -4.097023 0.590913 0.094 0.065 0.065
H -0.645319 -6.194346 1.713210 0.007 -0.094 -0.013
H -1.271324 -6.833298 0.190862 0.005 -0.092 -0.009
H -3.117886 -5.943436 1.568518 -0.017 0.090 0.085
H -2.319337 -4.378518 1.669630 -0.021 0.050 0.121
H -3.341577 -5.740527 -0.868428 -0.040 -0.058 -0.036
H -4.072963 -4.338202 -0.084130 -0.043 -0.018 -0.080
H -2.695975 -3.727381 -2.082652 0.082 -0.047 0.171
H 0.690026 -1.448977 0.048553 -0.095 0.040 0.053
H 1.579073 0.927370 1.511273 0.032 -0.029 -0.019
H 3.670937 1.587993 0.824885 -0.097 -0.200 -0.053
H 5.069228 -1.357714 -0.906166 -0.019 -0.023 -0.006
H 7.480892 -1.521040 -1.371171 0.023 -0.076 -0.041
H 9.016534 0.254340 -0.707983 0.105 0.028 -0.003
H 9.992875 3.441042 0.765075 0.020 -0.082 -0.044
H 10.082147 1.665175 0.859010 -0.021 0.027 -0.034
```
Forces are in eV/Å.

Output
- HOMO-LUMO gap: 8.933 eV
- SMILES: COc1cccc(NC(=O)[C@@H]2[C@H]3C(=O)N(CCCN4CCC(C)CC4)[C@H](C(=O)NC4CCCCC4)[C@]34C=C[C@H]2O4)c1
- Charge: 0

How is the electron density shared among the atoms? According to Löwdin, the charges in e are: C -0.0910; H 0.0953; O -0.0848; C -0.2776; C -0.0346; C -0.0709; C -0.0207; C -0.2116; C 0.0484; H 0.1228; N 0.1462; C -0.4186; O 0.0910; C -0.0890; C -0.0626; C -0.4085; O 0.0886; N -0.0145; C -0.1176; C -0.1309; H 0.1127; H 0.1136; C -0.1937; N -0.2048; C -0.1793; C -0.1501; C -0.3930; C -0.0763; H 0.0749; H 0.0748; H 0.0787; C -0.1516; C -0.1837; H 0.1204; H 0.1272; H 0.1172; H 0.1167; H 0.1423; H 0.1109; H 0.1174; H 0.1151; H 0.1262; H 0.1220; H 0.1139; H 0.1237; H 0.1298; C -0.0792; C -0.3224; C 0.0596; C 0.0142; H 0.1168; C -0.2252; H 0.1556; O 0.0031; H 0.1217; H 0.1411; C -0.4272; O 0.0739; N 0.1353; H 0.1246; C -0.3007; C -0.1442; C -0.1993; C -0.2029; C -0.1958; C -0.1390; H 0.1191; H 0.1160; H 0.1120; H 0.1045; H 0.1094; H 0.1143; H 0.1096; H 0.1062; H 0.1184; H 0.1153; H 0.1454; H 0.1574; H 0.1601; H 0.1461; H 0.0970; H 0.1074; H 0.0995; H 0.0923; H 0.0956


ORCA calculation (ωB97M-V/def2-TZVPD) on a cluster of 4 separate species, C2H12N4 in total at a distorted geometry.

Geometry as XYZ:
```
18
Properties=species:S:1:pos:R:3:forces:R:3
C -1.365478 0.137106 -0.288157 4.379 1.825 1.732
N -0.731875 -0.901687 -0.917545 2.212 -1.796 -1.485
N -1.708013 1.170392 -1.146527 -2.100 2.250 -1.706
N -2.413179 -0.232786 0.525179 -1.303 -0.651 0.872
H 0.090435 0.695271 0.155668 -5.273 -0.663 0.342
H -1.063020 -1.850020 -0.799924 -0.147 0.251 0.042
H -1.701222 2.081291 -0.690460 0.192 -0.421 -0.407
H -3.189418 0.406307 0.626977 0.328 -0.297 0.115
H 0.312707 -0.766287 -0.819435 -2.002 -1.023 -0.167
H -1.214494 1.185002 -2.031350 -0.045 -0.157 0.429
H -2.264702 -0.956328 1.217312 -0.111 0.560 -0.115
C 2.508666 -0.597624 0.712528 0.470 -0.409 0.285
N 1.460396 0.231825 0.105607 2.081 2.068 4.229
H 1.914147 0.782783 -0.626847 -0.132 0.770 0.503
H 1.018210 1.065688 1.323111 1.573 -2.053 -4.350
H 3.314994 0.010520 1.137178 -0.019 -0.156 -0.085
H 2.073895 -1.180067 1.528436 0.012 -0.036 -0.153
H 2.957950 -1.281384 -0.011750 -0.117 -0.063 -0.081
```
Forces are in eV/Å.

Output
- HOMO-LUMO gap (alpha / beta): 5.359 / 5.263 eV
- Charge: 0

How is the electron density shared among the atoms? According to Löwdin, the charges in e are: C -0.7491; N 0.0222; N 0.0064; N 0.0637; H 0.0886; H 0.0682; H 0.0699; H 0.0742; H 0.0410; H 0.0682; H 0.0778; C -0.2086; N -0.1876; H 0.0703; H 0.2904; H 0.0632; H 0.0700; H 0.0711


ORCA calculation (ωB97M-V/def2-TZVPD) on a structure of composition H25O16S at a distorted geometry.

Geometry as XYZ:
```
42
Properties=species:S:1:pos:R:3:forces:R:3
O -2.563571 1.773976 -0.698381 -5.860 -1.263 0.249
H -2.895571 1.043976 -1.252381 -0.235 0.276 -0.505
H -1.764571 1.374976 -0.353381 3.395 -1.656 2.262
H -2.326571 2.482976 -1.199381 0.956 3.269 -2.984
S 0.046429 -0.154024 -0.014381 1.063 -5.150 5.395
O 1.204429 -0.083024 0.787619 2.156 1.067 2.053
O 0.418429 -0.027024 -1.329381 0.715 1.082 -7.309
O -0.462571 -1.524024 0.161619 1.161 1.333 -1.241
O -0.867571 0.869976 0.399619 -1.721 1.615 0.892
O 2.190429 0.968976 -2.783381 -0.810 -1.247 5.293
H 1.327429 0.613976 -2.334381 2.804 1.258 -1.162
H 2.013429 1.103976 -3.642381 -0.883 0.728 -4.771
O -1.905571 -2.302024 -1.807381 -0.297 -0.173 0.592
H -1.423571 -2.033024 -0.955381 -0.545 -0.833 -1.552
H -2.175571 -3.237024 -1.720381 0.446 0.813 0.121
O -2.802571 2.340976 3.075619 -0.574 -1.913 2.477
H -1.945571 2.141976 2.602619 -1.709 0.513 1.766
H -2.793571 1.844976 3.993619 0.213 1.403 -3.121
O -0.300571 -3.914024 0.886619 0.433 -4.110 1.689
H -0.207571 -3.056024 0.637619 -0.249 3.954 -1.843
H 0.519429 -3.908024 1.389619 0.155 -1.002 0.382
O -0.567571 2.681976 2.289619 1.019 -1.067 -3.747
H -0.072571 3.348976 1.781619 -0.235 -0.015 0.622
H -0.830571 2.036976 1.469619 1.465 1.388 2.509
O 3.636429 -0.225024 -0.475381 -0.965 -0.246 0.459
H 2.815429 -0.162024 0.048619 0.870 -0.617 1.446
H 3.128429 0.170976 -1.172381 0.821 0.664 -2.103
O 1.758429 -2.328024 -2.109381 -2.701 2.340 -1.111
H 1.316429 -1.366024 -2.086381 1.998 -3.594 0.268
H 2.565429 -2.316024 -1.627381 1.011 0.679 0.736
O -2.409571 -1.663024 1.275619 -4.422 0.960 3.680
H -3.138571 -1.962024 0.762619 -0.273 -0.523 -0.765
H -1.571571 -1.749024 0.903619 1.445 -0.530 -1.043
O -1.084571 1.264976 -2.870381 1.456 -1.556 0.142
H -0.359571 0.602976 -2.460381 -2.403 1.788 -0.583
H -1.147571 0.937976 -3.776381 -0.244 0.214 0.055
O 2.609429 2.236976 1.097619 0.349 -3.446 -0.491
H 1.735429 1.799976 1.033619 1.117 -2.113 0.052
H 2.123429 2.978976 1.157619 -1.139 5.884 0.616
O 2.378429 -0.699024 3.017619 0.175 0.569 -0.853
H 2.054429 -1.304024 3.672619 -0.588 -0.373 0.014
H 1.775429 -0.609024 2.223619 0.631 -0.371 1.415
```
Forces are in eV/Å.

Output
- HOMO-LUMO gap: 8.921 eV
- Charge: -1

How is the electron density shared among the atoms? According to Löwdin, the charges in e are: O 0.3178; H 0.1777; H -0.0741; H 0.0949; S 0.3580; O -0.2788; O -0.3018; O -0.3196; O -0.2183; O -0.0376; H 0.0128; H -0.0357; O -0.1121; H -0.0127; H 0.0416; O -0.1639; H -0.0451; H 0.0897; O -0.0163; H -0.0938; H 0.0470; O -0.1053; H 0.0597; H 0.0730; O -0.0621; H -0.0122; H -0.0309; O -0.0970; H 0.0613; H -0.0053; O -0.0291; H 0.0145; H -0.1525; O -0.1078; H 0.0448; H 0.0448; O -0.0006; H 0.0147; H -0.0549; O -0.0857; H 0.0011; H -0.0005


ORCA calculation (ωB97M-V/def2-TZVPD) on a structure of composition C4H5LiO2Ru at a distorted geometry.

Geometry as XYZ:
```
13
Properties=species:S:1:pos:R:3:forces:R:3
C -2.098716 0.500096 -0.690111 1.473 0.359 -0.925
C -1.441188 -0.781480 -0.277412 -0.668 -1.039 1.389
C -0.164758 -1.086953 0.083019 -0.524 0.053 -0.113
C 0.922203 -0.145709 0.100135 -1.583 0.517 -0.361
O 2.026697 -0.387241 -0.404204 0.670 -0.411 0.237
O -3.122432 0.845458 0.122011 0.428 0.300 0.491
Li -3.963322 1.699169 1.325713 0.171 -0.346 -0.483
Ru 3.698265 0.845511 -0.644925 0.467 0.201 -0.099
H -1.182174 1.171616 -0.794022 -0.916 0.524 0.361
H -2.407353 0.395200 -1.757625 0.088 -0.162 0.335
H -2.184423 -1.570572 -0.108211 0.332 -0.025 -0.253
H 0.087297 -2.114195 0.358814 0.023 0.203 -0.354
H 0.743634 0.845611 0.557933 0.038 -0.175 -0.225
```
Forces are in eV/Å.

Output
- Spin multiplicity: 6
- HOMO-LUMO gap (alpha / beta): 7.539 / 6.124 eV
- <S²>: 8.7527
- Charge: +1

How is the electron density shared among the atoms? According to Löwdin, the charges in e are: C -0.4459; C -0.0178; C -0.0489; C -0.2321; O -0.2948; O -0.3946; Li 0.8080; Ru 0.9990; H 0.1082; H 0.1326; H 0.1268; H 0.1269; H 0.1326


ORCA calculation (ωB97M-V/def2-TZVPD) on a structure of composition C2Na7O6 at a distorted geometry.

Geometry as XYZ:
```
15
Properties=species:S:1:pos:R:3:forces:R:3
Na -1.334957 -3.632405 0.228708 0.036 0.370 -0.193
Na -3.333137 7.618315 0.101088 0.050 -0.068 -0.042
Na -1.583477 -0.617275 6.213928 -0.041 0.065 -0.081
Na -3.442707 4.006915 -3.932002 0.111 -0.038 0.170
Na 3.617493 -0.648625 0.721838 -0.092 -0.156 -0.256
Na 1.726703 4.986465 1.119098 -0.307 -0.049 -0.125
Na -5.771507 2.745065 2.238688 0.455 -0.151 -0.194
C 4.059413 -4.792905 -2.221202 -1.115 -0.014 -0.728
O 4.604703 -4.881735 -1.157122 1.943 0.043 3.901
O 2.979983 -4.229265 -2.367692 -2.491 1.597 -0.139
O 4.546353 -5.318665 -3.199802 1.480 -1.344 -2.798
C -1.585367 1.190455 0.481358 -0.845 -0.139 4.195
O -2.108797 0.723775 1.497708 -5.063 -2.100 4.934
O -0.660987 0.544565 0.145998 8.358 -6.492 -5.046
O -1.713707 2.305325 0.129408 -2.479 8.476 -3.597
```
Forces are in eV/Å.

Output
- HOMO-LUMO gap: 1.164 eV
- Charge: +3

How is the electron density shared among the atoms? According to Löwdin, the charges in e are: Na 0.8800; Na 0.3657; Na 0.8386; Na 0.6950; Na 0.8530; Na 0.6600; Na 0.7275; C -1.0721; O 0.1957; O 0.1569; O 0.2662; C -1.3151; O -0.1321; O -0.0553; O -0.0640


ORCA calculation (ωB97M-V/def2-TZVPD) on an isolated molecule of C5H8N2S at a distorted geometry.

Geometry as XYZ:
```
16
Properties=species:S:1:pos:R:3:forces:R:3
C -2.142896 -0.779702 0.458262 -1.365 0.519 1.055
C 0.108281 -0.196863 -0.232498 -0.982 -3.594 -0.324
C 2.318350 -0.122211 0.119791 1.050 -0.574 0.130
C 1.826101 1.126792 0.233526 0.901 1.305 -0.151
C 0.429411 1.061691 -0.013623 0.114 2.919 0.198
H -3.031001 -1.290770 0.058249 0.160 0.253 0.271
H -2.380980 0.286539 0.632978 -0.123 -0.544 -0.162
H -1.903848 -1.195211 1.453997 0.095 -0.135 -0.270
H -0.943451 -1.760334 -0.906066 -0.216 -0.130 0.056
H 1.250470 -1.945533 -0.260190 0.362 0.299 0.150
H 3.325806 -0.523095 0.157519 -0.240 0.246 0.075
H 2.416379 2.039326 0.339852 -0.355 -0.406 0.132
H -0.753919 2.664153 -1.363575 0.146 -0.194 0.054
N -1.118783 -0.851303 -0.510670 1.973 0.506 -0.926
N 1.264978 -0.943715 -0.126437 -1.238 -0.846 -0.452
S -0.664899 2.430232 -0.041119 -0.281 0.376 0.162
```
Forces are in eV/Å.

Output
- HOMO-LUMO gap: 8.688 eV
- SMILES: CNc1[nH]ccc1S
- Charge: 0

How is the electron density shared among the atoms? According to Löwdin, the charges in e are: C -0.1441; C -0.3618; C -0.1413; C -0.1145; C -0.6216; H 0.0860; H 0.0555; H 0.0847; H 0.1111; H 0.1539; H 0.1133; H 0.1066; H -0.1333; N -0.0437; N 0.0727; S 0.7764